{"formula": "C56H55B2F9NO3S", "method": "ωB97M-V with the def2-TZVPD basis set", "homo_energy_ev": -10.49, "total_energy_ha": -3794.0047, "largest_force_ev_per_a": 1.544, "gap_ev": 7.31, "total_charge": 1, "symbols": ["H", "H", "C", "C", "C", "C", "H", "C", "H", "N", "H", "C", "H", "C", "C", "C", "H", "C", "H", "H", "H", "H", "H", "H", "C", "H", "F", "F", "C", "C", "S", "C", "F", "C", "H", "C", "H", "C", "H", "C", "F", "C", "C", "H", "C", "F", "C", "H", "O", "H", "H", "C", "H", "C", "F", "C", "O", "C", "F", "H", "C", "C", "H", "H", "C", "C", "F", "C", "C", "H", "H", "H", "C", "H", "C", "H", "H", "C", "C", "C", "C", "C", "H", "H", "C", "H", "F", "H", "H", "C", "C", "H", "C", "H", "C", "H", "H", "H", "C", "H", "H", "H", "H", "B", "C", "C", "C", "H", "H", "H", "C", "H", "B", "C", "C", "C", "H", "C", "C", "H", "H", "H", "C", "H", "O", "H", "C"], "positions_angstrom": [[-1.721, -3.457, -2.691], [-5.437, 7.404, 7.200], [-4.001, -4.730, -8.572], [0.040, 6.648, 5.306], [-8.017, 5.393, 6.276], [-1.072, 1.574, 1.485], [-0.095, -5.280, -3.175], [-3.652, -2.696, -7.306], [5.824, 0.081, -3.301], [0.344, -1.020, -1.737], [-5.215, -0.029, 7.969], [-2.762, -3.372, -6.483], [5.893, 6.108, 6.617], [5.409, 3.872, 4.123], [5.451, 5.645, 5.745], [4.312, 4.453, 3.502], [-5.481, -1.447, 5.939], [-4.998, 2.375, 5.588], [4.851, -4.686, -5.166], [6.834, 4.005, 5.721], [5.135, -7.036, 1.426], [-3.177, 7.697, 5.554], [-1.303, -0.137, -4.018], [0.056, -0.107, -1.388], [5.361, -3.600, -8.344], [-2.361, 8.326, 7.827], [-5.119, -2.744, -9.134], [6.906, -4.422, -2.681], [-3.430, -4.681, -3.079], [5.979, 4.463, 5.242], [1.418, -2.153, -4.205], [-1.606, -6.724, -3.609], [5.504, -2.457, -6.286], [-2.968, -6.929, -3.709], [-2.359, 1.851, 3.178], [-4.253, -3.394, -8.334], [-2.287, -2.848, -5.663], [3.813, 5.627, 4.026], [5.820, 2.953, 3.729], [-7.080, 6.002, 7.099], [2.741, 6.200, 3.432], [-6.238, 7.202, 5.229], [4.894, -4.726, -6.247], [-5.424, -0.407, 3.695], [-1.689, 7.858, 7.120], [-1.715, 6.568, 3.751], [-5.198, 0.401, 6.978], [-4.948, -6.143, -3.553], [3.769, -2.416, -2.582], [-0.013, 7.888, 8.459], [-1.795, -5.237, -6.048], [-6.175, 6.916, 6.578], [0.688, 6.171, 4.585], [5.506, -6.490, 0.570], [0.406, 1.493, -0.359], [-0.465, 4.281, 1.781], [-1.086, -1.036, -3.746], [4.603, -1.676, -3.532], [-4.887, 2.523, 7.928], [4.448, -4.494, -1.965], [-1.663, 2.321, 2.496], [4.356, 6.241, 5.136], [-7.050, 5.766, 8.154], [1.309, -1.139, -1.450], [6.452, -5.112, -1.604], [-3.892, -5.933, -3.453], [-5.364, 8.098, 4.714], [-5.028, 1.763, 6.825], [-7.157, 6.614, 4.384], [-4.871, 3.447, 5.520], [4.131, 0.456, -3.573], [-0.237, 5.331, 1.899], [5.102, -5.069, -1.334], [1.817, -4.347, -1.844], [0.143, 3.552, 0.766], [2.086, -1.070, -4.634], [-8.719, 4.681, 6.688], [0.490, 7.007, 6.569], [-3.105, -5.389, -7.741], [-5.141, 1.578, 4.460], [4.722, -5.925, -8.328], [4.625, -5.896, -6.944], [5.649, -2.695, -8.861], [-0.923, -7.537, -3.816], [-8.052, 5.700, 4.922], [3.573, -5.767, -0.002], [-3.411, -8.143, -4.073], [3.846, 4.011, 2.632], [4.347, -6.789, -6.400], [-1.364, 3.668, 2.641], [-2.486, -4.715, -6.697], [4.516, -6.840, -8.865], [5.252, -3.607, -6.970], [4.661, -0.168, -1.999], [-5.312, 0.206, 4.579], [1.518, 6.808, 6.844], [-7.167, 6.876, 3.335], [8.401, -5.819, -1.089], [-1.160, -5.460, -3.248], [-5.119, 2.039, 3.480], [5.173, -4.804, -10.100], [-3.885, -1.649, -7.163], [5.542, -2.225, -3.573], [2.674, -3.034, -3.019], [-0.186, 2.220, 0.653], [-2.158, 7.509, 5.862], [-2.065, -4.443, -2.982], [0.849, 4.003, 0.082], [-4.499, -5.233, -9.388], [4.161, -1.728, -4.527], [6.862, -6.508, 0.268], [7.547, -7.066, 0.891], [0.067, -1.268, -3.080], [5.090, -4.780, -9.022], [7.351, -5.816, -0.832], [4.631, -5.773, -0.234], [-1.829, 4.245, 3.427], [-0.369, 7.611, 7.476], [-1.275, 6.914, 4.987], [-2.894, -6.437, -7.912], [-8.781, 5.227, 4.278], [-4.138, -3.890, -2.872], [-5.342, -0.378, 5.838], [-1.293, 0.524, 1.347], [2.276, -4.294, -2.695], [3.931, 7.165, 5.502], [4.808, -0.242, -3.077]], "forces_ev_per_a": [[-0.0077, -0.0417, 0.0164], [-0.0034, 0.0114, -0.0035], [0.0041, -0.0169, 0.0034], [0.0248, -0.0292, 0.0690], [0.0164, -0.0140, -0.0044], [0.0003, 0.0157, -0.0043], [0.0051, -0.0224, -0.0289], [0.0214, 0.0055, 0.0220], [-0.0288, -0.0083, -0.0195], [1.1337, 0.5404, -0.8973], [-0.0062, 0.0082, 0.0063], [0.0125, 0.0082, -0.0012], [0.0050, 0.0037, -0.0018], [0.0053, 0.0007, 0.0024], [0.0017, -0.0042, 0.0035], [0.0013, -0.0235, 0.0046], [0.0022, -0.0021, 0.0030], [0.0100, 0.0068, -0.0251], [0.0398, -0.0021, 0.0074], [0.0017, -0.0004, 0.0019], [0.0007, -0.0015, 0.0025], [0.0046, 0.0098, -0.0143], [-0.2195, -0.0815, 0.1209], [-0.6186, -0.3446, 0.4478], [-0.0253, -0.0013, -0.0203], [0.0045, 0.0150, -0.0023], [0.0012, 0.0002, 0.0002], [-0.0066, -0.0029, 0.0133], [0.0254, -0.0573, -0.0581], [-0.0059, 0.0016, -0.0039], [-0.1224, -0.7313, -0.6784], [-0.0140, 0.0182, -0.0180], [0.0221, 0.0084, -0.0923], [0.0018, -0.0086, -0.0084], [-0.0023, -0.0423, -0.0217], [-0.0148, 0.0090, -0.0134], [-0.0060, 0.0010, 0.0064], [-0.0284, 0.0284, 0.0249], [-0.0022, -0.0042, 0.0020], [0.0064, -0.0195, 0.0050], [0.0193, -0.0258, -0.0701], [0.0212, 0.0179, -0.0084], [-0.0251, -0.0159, 0.0007], [-0.0163, 0.0027, -0.0016], [0.0059, -0.0087, 0.0241], [-0.0490, 0.0429, -0.0165], [-0.0012, -0.0325, -0.0197], [0.0030, -0.0231, 0.0062], [-0.3730, -0.1374, -0.8401], [0.0003, 0.0024, 0.0014], [-0.0108, -0.0033, 0.0102], [0.0062, -0.0100, 0.0107], [0.0016, 0.0297, -0.0182], [0.0132, -0.0033, -0.0189], [-0.0041, 0.0514, 0.0197], [0.0210, 0.0172, -0.0105], [0.5571, 0.2004, -0.3008], [0.2807, 0.4381, 0.2144], [-0.0070, 0.0145, -0.0042], [0.1137, -0.1095, 0.0267], [-0.0375, -0.0233, 0.0519], [0.0173, 0.0070, 0.0133], [0.0072, -0.0081, -0.0046], [-0.0616, -0.1461, 0.1887], [0.0132, 0.0818, -0.0732], [-0.0278, 0.0274, 0.0070], [-0.0207, -0.0202, 0.0107], [-0.0008, 0.0216, 0.0272], [-0.0090, -0.0130, -0.0064], [-0.0156, 0.0047, 0.0132], [-0.0617, -0.0425, 0.0872], [0.0023, -0.0001, 0.0068], [0.0789, -0.1475, 0.1510], [0.1108, -0.4419, -0.0377], [-0.0183, 0.0124, 0.0277], [-0.0507, 0.1534, 0.2546], [-0.0023, -0.0013, 0.0021], [-0.0141, -0.0018, 0.0029], [0.0015, 0.0053, 0.0037], [0.0264, 0.0318, -0.0442], [0.0009, 0.0023, 0.0017], [-0.0069, -0.0017, -0.0017], [0.0138, 0.0010, 0.0074], [-0.0059, -0.0049, -0.0053], [0.0062, -0.0105, -0.0002], [0.0021, 0.0048, 0.0064], [-0.0055, -0.0052, 0.0012], [-0.0047, 0.0088, -0.0031], [0.0054, -0.0037, 0.0023], [0.0103, -0.0071, 0.0226], [0.0191, 0.0048, 0.0023], [-0.0004, -0.0009, -0.0032], [-0.0121, 0.0110, 0.0938], [0.0748, -0.0045, -0.0231], [0.0147, 0.0051, 0.0123], [-0.0025, -0.0110, 0.0037], [0.0081, 0.0050, -0.0007], [0.0006, 0.0076, -0.0025], [0.0489, 0.0033, 0.0398], [-0.0297, 0.0093, 0.0008], [-0.0042, 0.0003, -0.0030], [-0.0178, -0.0018, -0.0057], [-0.0606, -0.0568, 0.0724], [0.3571, -0.1247, 0.4540], [0.0186, -0.0433, -0.0770], [-0.0213, 0.0286, 0.0240], [0.0064, 0.0944, 0.0495], [-0.0019, -0.0088, -0.0087], [-0.0012, 0.0077, -0.0056], [0.0536, -0.0688, 0.0147], [-0.0101, 0.0005, 0.0067], [0.0007, -0.0060, -0.0017], [-0.6121, 0.2260, 0.5091], [0.0012, -0.0053, 0.0010], [0.0090, -0.0124, 0.0074], [0.0267, -0.0140, 0.0034], [-0.0074, 0.0006, -0.0001], [-0.0137, -0.0072, -0.0015], [0.0425, -0.0311, -0.0505], [-0.0072, -0.0044, 0.0038], [-0.0065, 0.0044, -0.0008], [-0.0029, 0.0051, -0.0121], [0.0126, 0.0074, 0.0078], [0.0165, -0.0031, 0.0064], [-0.5950, 0.8298, 0.3085], [-0.0080, 0.0009, -0.0081], [-0.0463, -0.0116, 0.0187]], "lowdin_charge": [0.08, 0.11, -0.01, -0.01, -0.09, -0.02, 0.08, -0.01, 0.09, 0.23, 0.12, -0.09, 0.11, -0.08, -0.08, -0.02, 0.10, -0.01, 0.11, 0.10, 0.11, 0.10, 0.14, 0.08, -0.01, 0.11, 0.06, 0.05, -0.07, -0.09, 1.21, -0.02, 0.03, -0.28, 0.10, -0.29, 0.08, -0.28, 0.10, -0.08, 0.04, -0.29, -0.02, 0.10, -0.08, 0.04, -0.01, 0.13, 0.06, 0.10, 0.09, -0.02, 0.10, -0.09, -0.01, -0.06, 0.13, -0.20, 0.06, 0.07, -0.06, -0.02, 0.11, 0.09, -0.27, 0.00, 0.04, -0.29, -0.02, 0.12, 0.08, 0.11, -0.01, 0.14, -0.01, -0.01, 0.10, -0.08, -0.07, -0.10, -0.08, -0.07, 0.12, 0.12, -0.08, 0.10, 0.07, 0.11, 0.11, -0.07, -0.10, 0.11, -0.28, 0.09, -0.10, 0.10, 0.12, 0.12, -0.09, 0.10, 0.11, 0.12, 0.12, -0.85, -0.27, -0.01, -0.10, 0.12, 0.12, 0.08, -0.07, 0.11, -0.78, -0.07, -0.01, -0.07, 0.10, -0.09, -0.27, 0.11, 0.11, 0.11, -0.08, 0.12, 0.14, 0.12, -0.03]}